Arrangement i

The following is a DFT calculation (ωB97M-V with the def2-TZVPD basis set) of C2H4N2OS2 in the gas phase.

```
! wB97M-V def2-TZVPD RIJCOSX def2/J DEFGRID3
* xyz 0 1
S -1.122 2.030 1.441
S 2.095 -1.740 -0.298
O -0.024 0.059 0.202
N -1.344 1.352 -1.069
N 0.445 -2.010 -0.790
C -0.390 -1.088 -0.526
C -0.888 1.111 0.169
H -0.759 1.190 -1.869
H 2.707 -2.836 -0.838
H -1.974 2.134 -1.122
H -1.397 -1.130 -0.912
*
```

Results
SMILES string ... NC(=S)O/C=N\S
Molar mass ... 136.2 g/mol
Kohn-Sham gap ... 9.433 eV
LUMO level ... 0.410 eV
HOMO level ... -9.0 eV

Atom charges from the natural (NBO) analysis, given in e for atoms 1 to 2: number 1, S, carries -0.073; number 2, S, carries 0.162

***

Arrangement ii

The following is a DFT calculation (ωB97M-V with the def2-TZVPD basis set) of C2H4N2OS2 in the gas phase.

```
! wB97M-V def2-TZVPD RIJCOSX def2/J DEFGRID3
* xyz 0 1
S 0.742 1.632 -0.320
S -1.348 -0.847 -0.675
O -3.102 1.062 -0.511
N 1.970 0.213 -0.586
N 0.103 -1.111 0.233
C -2.228 0.455 0.278
C 1.558 -0.971 -0.235
H -1.842 0.981 1.385
H 2.236 -1.909 -0.408
H 1.846 2.408 0.068
H 0.065 -1.913 0.771
*
```

Results
SMILES string ... O=CSN/C=N\S
Molar mass ... 136.2 g/mol
Kohn-Sham gap ... 9.384 eV
LUMO level ... -0.056 eV
HOMO level ... -9.4 eV

Atom charges from the natural (NBO) analysis, given in e for atoms 1 to 2: number 1, S, carries 0.080; number 2, S, carries 0.450

***

Arrangement iii

The following is a DFT calculation (ωB97M-V with the def2-TZVPD basis set) of C2H4N2OS2 in the gas phase.

```
! wB97M-V def2-TZVPD RIJCOSX def2/J DEFGRID3
* xyz 0 1
S 0.808 1.760 0.057
S 2.048 -0.830 -0.069
O -0.802 -1.786 0.137
N -1.671 0.396 -0.066
N -3.054 0.139 -0.117
C 0.661 0.089 0.041
C -0.670 -0.551 0.015
H -3.373 -0.078 1.025
H -1.243 1.395 -0.401
H -2.956 -0.828 -0.635
H 1.426 -2.061 0.057
*
```

Results
SMILES string ... NNC(=O)C(=S)S
Molar mass ... 136.2 g/mol
Kohn-Sham gap ... 7.771 eV
LUMO level ... -1.414 eV
HOMO level ... -9.2 eV

Atom charges from the natural (NBO) analysis, given in e for atoms 1 to 2: number 1, S, carries -0.006; number 2, S, carries 0.229

***

Most stable pick: arrangement i. Distance to second place: 103.5 kJ/mol.

***

Arrangement i

The following is a DFT calculation (ωB97M-V with the def2-TZVPD basis set) of a 3-piece molecular cluster, C8H17NO overall.

```
! wB97M-V def2-TZVPD RIJCOSX def2/J DEFGRID3
* xyz 0 1
O 2.513 -1.993 0.481
N 1.349 -1.111 2.211
C -1.634 -1.514 -0.070
C 1.353 0.911 -0.347
C 1.481 -1.614 0.966
C -1.935 -0.223 -0.247
C -2.024 0.398 -1.609
C -2.320 0.674 0.892
C 1.820 0.459 -1.690
C 2.076 1.619 0.501
H 2.184 -0.883 2.728
H 0.472 -0.736 2.525
H 3.095 1.894 0.282
H -1.609 -0.261 -2.368
H 0.450 -1.756 0.479
H 2.844 0.777 -1.874
H -1.485 -2.173 -0.912
H -1.594 1.487 1.000
H -3.288 1.119 0.713
H -3.070 0.596 -1.856
H 1.176 0.864 -2.472
H 1.703 1.923 1.466
H 1.780 -0.628 -1.752
H -1.496 1.352 -1.635
H -2.375 0.123 1.831
H -1.773 -1.995 0.887
H 0.307 0.691 -0.130
*
```

Results
SMILES string ... C=C(C)C.C=CC.NC=O
Molar mass ... 143.2 g/mol
Kohn-Sham gap ... 9.915 eV
LUMO level ... 0.756 eV
HOMO level ... -9.2 eV

Atom charges from the natural (NBO) analysis, given in e for atoms 1 to 2: number 1, O, carries -0.614; number 2, N, carries -0.828

***

Arrangement ii

The following is a DFT calculation (ωB97M-V with the def2-TZVPD basis set) of C8H17NO in the gas phase.

```
! wB97M-V def2-TZVPD RIJCOSX def2/J DEFGRID3
* xyz 0 1
O -0.596 0.687 -1.952
N -0.630 0.600 -0.525
C 0.977 2.460 -0.465
C -0.904 -2.075 -0.130
C 1.826 0.179 0.021
C -1.333 -0.549 -0.108
C 0.239 1.292 1.627
C -2.608 -0.342 0.227
C 0.463 -2.728 -0.302
C 0.632 1.108 0.163
H 2.687 0.594 0.542
H -1.241 1.371 -2.180
H -3.238 -1.139 0.554
H 2.078 0.018 -1.020
H -3.046 0.643 0.181
H 1.004 -2.300 -1.141
H 0.129 3.139 -0.390
H -0.014 0.335 2.079
H 1.054 -2.646 0.608
H 1.824 2.902 0.054
H 1.071 1.717 2.185
H 0.310 -3.793 -0.474
H -0.620 1.953 1.706
H 1.577 -0.797 0.469
H -1.502 -2.446 -0.971
H -1.374 -2.516 0.756
H 1.235 2.335 -1.513
*
```

Results
SMILES string ... C=C(CC)N(O)C(C)(C)C
Molar mass ... 143.2 g/mol
Kohn-Sham gap ... 9.259 eV
LUMO level ... 0.881 eV
HOMO level ... -8.4 eV

Atom charges from the natural (NBO) analysis, given in e for atoms 1 to 2: number 1, O, carries -0.588; number 2, N, carries -0.241

***

Most stable pick: arrangement i. Distance to second place: 153.1 kJ/mol.

***

Arrangement i

The following is a DFT calculation (ωB97M-V with the def2-TZVPD basis set) of C9H9N in the gas phase.

```
! wB97M-V def2-TZVPD RIJCOSX def2/J DEFGRID3
* xyz 0 1
N 3.634 -0.082 -0.074
C -0.245 -0.458 0.481
C -0.810 -0.869 -0.699
C 2.171 -0.146 -0.295
C -2.544 0.675 -0.474
C 1.034 -1.221 0.777
C -0.720 0.644 1.152
C -2.057 -0.385 -1.133
C 3.215 1.081 -0.322
C -1.957 1.155 0.730
H 3.035 2.142 -0.112
H -0.349 -1.689 -1.124
H -3.514 1.016 -0.809
H -2.554 -0.883 -2.007
H -0.251 0.963 2.090
H 1.539 -1.130 1.716
H 1.905 -0.520 -1.359
H 1.002 -2.223 0.289
H -2.533 1.928 1.173
*
```

Results
SMILES string ... C1=N[C@H]1Cc1ccccc1
Molar mass ... 131.2 g/mol
Kohn-Sham gap ... 9.393 eV
LUMO level ... 0.811 eV
HOMO level ... -8.6 eV

Atom charges from the natural (NBO) analysis, given in e for atoms 1 to 2: number 1, N, carries -0.327; number 2, C, carries -0.041

***

Arrangement ii

The following is a DFT calculation (ωB97M-V with the def2-TZVPD basis set) of C9H9N in the gas phase.

```
! wB97M-V def2-TZVPD RIJCOSX def2/J DEFGRID3
* xyz 0 1
N -0.597 1.932 1.232
C 0.550 -0.294 0.136
C -0.188 -2.557 -0.660
C 1.474 0.804 0.860
C -0.958 -1.790 -1.467
C -0.485 1.870 -0.263
C -1.102 -0.435 -1.519
C 0.729 2.025 0.623
C -0.404 0.331 -0.699
C 0.525 -1.752 0.307
H 0.974 -2.555 1.072
H 2.535 0.560 0.389
H -0.414 -3.668 -0.213
H -1.905 -0.082 -2.078
H -1.675 -2.165 -2.192
H 1.468 2.836 1.087
H -1.064 1.452 1.950
H -1.191 2.869 -0.517
H 1.725 0.618 1.953
*
```

Results
SMILES string ... c1ccc2c(c1)C[C@@H]1N[C@H]21
Molar mass ... 131.2 g/mol
Kohn-Sham gap ... 9.517 eV
LUMO level ... 1.025 eV
HOMO level ... -8.5 eV

Atom charges from the natural (NBO) analysis, given in e for atoms 1 to 2: number 1, N, carries -0.680; number 2, C, carries -0.008

***

Most stable pick: arrangement i. Distance to second place: 28.6 kJ/mol.

***

Arrangement i

The following is a DFT calculation (ωB97M-V with the def2-TZVPD basis set) of a 2-piece molecular cluster, CF3NOS overall.

```
! wB97M-V def2-TZVPD RIJCOSX def2/J DEFGRID3
* xyz 0 1
S 1.230 -0.767 -1.416
F 0.337 -2.081 -0.564
F 1.620 -0.046 0.204
F -0.678 1.744 0.560
O -0.354 -0.218 1.670
N 0.200 0.106 -1.982
C -0.279 0.579 0.863
*
```

Results
Molar mass ... 131.1 g/mol
Kohn-Sham gap (spin up / spin down) ... 7.186 / 7.192 eV
LUMO level (spin up / spin down) ... -2.836 / -2.833 eV
HOMO level (spin up / spin down) ... -10.0 / -10.0 eV

Atom charges from the natural (NBO) analysis, given in e for atoms 1 to 2: number 1, S, carries 1.417; number 2, F, carries -0.610

***

Arrangement ii

The following is a DFT calculation (ωB97M-V with the def2-TZVPD basis set) of a 2-piece molecular cluster, CF3NOS overall.

```
! wB97M-V def2-TZVPD RIJCOSX def2/J DEFGRID3
* xyz 0 1
S -0.872 -0.659 1.188
F 2.232 1.328 -2.377
F -2.440 -0.254 1.485
F -1.284 -2.209 1.370
O -0.681 -0.371 -0.226
N 1.307 0.989 -0.202
C 1.737 1.176 -1.238
*
```

Results
Molar mass ... 131.1 g/mol
Kohn-Sham gap ... 11.992 eV
LUMO level ... 0.360 eV
HOMO level ... -11.6 eV

Atom charges from the natural (NBO) analysis, given in e for atoms 1 to 2: number 1, S, carries 1.841; number 2, F, carries -0.229

***

Most stable pick: arrangement ii. Distance to second place: 302.4 kJ/mol.

***

Arrangement i

The following is a DFT calculation (ωB97M-V with the def2-TZVPD basis set) of C2H4F2OS in the gas phase.

```
! wB97M-V def2-TZVPD RIJCOSX def2/J DEFGRID3
* xyz 0 1
S 1.040 -1.125 0.210
F -0.116 0.523 -1.512
F 0.518 1.510 0.306
O 2.554 -0.499 0.002
C 0.015 0.359 -0.039
C -1.429 0.023 0.476
H -1.545 -0.191 1.491
H -2.178 0.837 0.297
H -1.624 -0.809 -0.261
H 2.765 -0.628 -0.971
*
```

Results
SMILES string ... CC(F)(F)SO
Molar mass ... 114.1 g/mol
Kohn-Sham gap ... 10.086 eV
LUMO level ... 0.396 eV
HOMO level ... -9.7 eV

Atom charges from the natural (NBO) analysis, given in e for atoms 1 to 2: number 1, S, carries 0.501; number 2, F, carries -0.413

***

Arrangement ii

The following is a DFT calculation (ωB97M-V with the def2-TZVPD basis set) of a 2-piece molecular cluster, C2H4F2OS overall.

```
! wB97M-V def2-TZVPD RIJCOSX def2/J DEFGRID3
* xyz 0 1
S 1.626 -0.347 0.068
F -1.313 0.068 2.155
F -0.191 1.972 2.102
O 2.508 0.728 -0.281
C -0.107 0.633 2.318
C 0.088 -0.235 -1.095
H -0.593 0.452 -0.609
H -0.238 -1.368 -1.231
H 0.417 0.443 3.383
H 0.428 0.220 -1.945
*
```

Results
Molar mass ... 114.1 g/mol
Kohn-Sham gap (spin up / spin down) ... 8.500 / 8.727 eV
LUMO level (spin up / spin down) ... -0.190 / -0.578 eV
HOMO level (spin up / spin down) ... -8.7 / -9.3 eV

Atom charges from the natural (NBO) analysis, given in e for atoms 1 to 2: number 1, S, carries 0.968; number 2, F, carries -0.339

***

Most stable pick: arrangement i. Distance to second place: 270.4 kJ/mol.

***

Arrangement i

The following is a DFT calculation (ωB97M-V with the def2-TZVPD basis set) of C3H4O2S as an isolated structure.

```
! wB97M-V def2-TZVPD RIJCOSX def2/J DEFGRID3
* xyz 0 1
S 2.601 0.724 0.191
O 0.693 -0.955 0.937
O -0.553 0.309 -1.590
C 1.061 0.213 0.305
C -0.264 0.566 -0.220
C -0.726 -0.596 0.677
H -1.244 -0.320 1.574
H 0.234 -0.118 -2.024
H -0.573 1.575 0.067
H -1.229 -1.399 0.083
*
```

Results
Molar mass ... 104.1 g/mol
Kohn-Sham gap ... 9.074 eV
LUMO level ... -0.152 eV
HOMO level ... -9.2 eV

Atom charges from the natural (NBO) analysis, given in e for atoms 1 to 2: number 1, S, carries 0.007; number 2, O, carries -0.465

***

Arrangement ii

The following is a DFT calculation (ωB97M-V with the def2-TZVPD basis set) of a 2-piece molecular cluster, C3H4O2S overall.

```
! wB97M-V def2-TZVPD RIJCOSX def2/J DEFGRID3
* xyz 0 1
S -1.587 0.019 0.093
O 0.651 1.760 -0.169
O 0.653 -1.401 -0.477
C -0.028 -0.477 0.189
C 0.744 -1.401 0.966
C 0.084 2.588 -0.866
H -1.483 0.301 -1.319
H 1.673 -1.371 1.462
H -0.896 2.229 -1.285
H 0.189 -2.247 1.408
*
```

Results
Molar mass ... 104.1 g/mol
Kohn-Sham gap (spin up / spin down) ... 9.047 / 6.726 eV
LUMO level (spin up / spin down) ... 0.477 / -0.338 eV
HOMO level (spin up / spin down) ... -8.6 / -7.1 eV

Atom charges from the natural (NBO) analysis, given in e for atoms 1 to 2: number 1, S, carries 0.111; number 2, O, carries -0.481

***

Most stable pick: arrangement i. Distance to second place: 454.1 kJ/mol.